Here is 5 unconnected molecules or ions with the total composition C20H42BO15 from the OMol25 dataset. Energies are from ωB97M-V/def2-TZVPD.

Last column: Mulliken charge in e.
Geometry (Å):
1 C -3.99542 -4.15788 9.10843  -0.9356
2 C -4.61415 -3.64350 7.82980  0.5937
3 O -5.74399 -3.89317 7.51231  -0.5500
4 O -3.82248 -2.82405 7.10954  -0.3326
5 C -2.91375 -3.49430 6.17626  -0.2824
6 C -3.36863 -3.36794 4.72716  -0.2807
7 C -2.16621 -3.01125 3.85114  -0.8933
8 C -1.61532 -1.59906 4.11984  -0.8100
9 B -0.00249 -1.60401 4.44888  0.2833
10 C 0.54890 -0.11691 4.86999  -0.8111
11 C 0.47095 0.94135 3.77687  -0.1783
12 O 1.74485 1.02723 3.08891  -0.5426
13 H -2.91832 -4.01527 9.12087  0.3230
14 H -4.43413 -3.60279 9.93950  0.3022
15 H -4.24917 -5.20776 9.23968  0.3103
16 H -1.94214 -3.01936 6.31066  0.3332
17 H -2.83944 -4.54261 6.48138  0.3588
18 H -3.84460 -4.29422 4.38995  0.0330
19 H -4.11883 -2.57599 4.68186  0.3150
20 H -2.43655 -3.14912 2.80022  0.3178
21 H -1.36715 -3.73634 4.05258  0.2786
22 H -2.14925 -1.16865 4.98369  0.2355
23 H -1.86711 -0.95819 3.26430  0.1645
24 H 0.62041 -2.04432 3.47019  -0.2594
25 H 0.16390 -2.39454 5.40033  -0.2501
26 H -0.02611 0.24625 5.73520  0.2259
27 H 1.59582 -0.14694 5.19574  0.2805
28 H 0.23275 1.93725 4.17541  0.2858
29 H -0.29856 0.68005 3.04150  0.1898
30 H 1.72209 1.84304 2.58244  0.2685
31 C 3.44334 1.18397 0.19050  -0.6348
32 O 2.45947 1.82852 -0.63496  -0.2801
33 C 2.93071 2.36350 -1.75110  0.7703
34 O 4.07886 2.35923 -2.12076  -0.5561
35 O 1.91352 2.92979 -2.40973  -0.3065
36 C 2.27990 3.53837 -3.64922  -0.5881
37 H 2.91245 0.79952 1.05611  0.1983
38 H 3.91909 0.37070 -0.35403  0.3226
39 H 4.20040 1.90364 0.49843  0.3195
40 H 2.69364 2.80359 -4.33716  0.2826
41 H 3.01102 4.32927 -3.48742  0.2977
42 H 1.36190 3.95008 -4.05756  0.2006
43 C -0.10671 2.08701 -8.42094  -0.6137
44 O 0.35773 3.25949 -9.10079  -0.3392
45 C 1.35977 3.88641 -8.48350  0.7978
46 O 1.87134 3.54170 -7.44929  -0.5352
47 O 1.69654 4.95558 -9.20105  -0.3355
48 C 2.77612 5.71812 -8.64324  -0.5896
49 H -0.91020 1.69412 -9.03594  0.2064
50 H 0.69455 1.35643 -8.32877  0.2884
51 H -0.47650 2.34127 -7.42953  0.2946
52 H 3.68045 5.11831 -8.57703  0.2977
53 H 2.50980 6.08159 -7.65227  0.2917
54 H 2.93539 6.54912 -9.32213  0.2395
55 C 8.16901 6.26686 -9.72556  -0.6215
56 O 8.11439 7.02798 -8.51401  -0.3303
57 C 6.88229 7.24635 -8.05871  0.8172
58 O 5.86312 6.87404 -8.58346  -0.5326
59 O 6.96695 7.94471 -6.92979  -0.3151
60 C 5.70603 8.22053 -6.30796  -0.5746
61 H 9.22417 6.17520 -9.96269  0.2133
62 H 7.72612 5.28376 -9.57812  0.2978
63 H 7.64240 6.78392 -10.52553  0.2861
64 H 5.20028 7.29294 -6.04621  0.2674
65 H 5.07277 8.80511 -6.97280  0.2810
66 H 5.94203 8.78693 -5.41296  0.2084
67 C -6.54763 -6.15809 5.69004  -0.4827
68 O -7.37294 -7.22199 5.17667  -0.3235
69 C -6.71377 -8.31470 4.82402  0.7422
70 O -5.52828 -8.50306 4.91986  -0.5449
71 O -7.59644 -9.20657 4.35026  -0.3339
72 C -7.00841 -10.43957 3.93401  -0.6303
73 H -7.22329 -5.35497 5.95810  0.2686
74 H -6.00505 -6.49117 6.57093  0.2898
75 H -5.84428 -5.82407 4.92974  0.2257
76 H -6.50653 -10.92784 4.76786  0.2878
77 H -6.28852 -10.27182 3.13464  0.2955
78 H -7.83288 -11.05077 3.57839  0.2064

## Properties
total charge: -1
largest force on an atom: 0.298 eV/Å
energy relative to the best compared isomer or geometry (same formula, charge and spin): 0.0 kcal/mol
frontier orbital gap: 0.2371 Ha